Entry 1:
Formula: C55H60N7O8
Source: OMol25
Level of theory: ωB97M-V/def2-TZVPD

Properties
E   -3116.14100 a.u.
Energy relative to the best compared isomer or geometry (same formula, charge and spin)   69.9 kcal/mol
LUMO energy   -1.7 eV
Frontier orbital gap   8.09 eV
Net charge   +1

Geometry as XYZ:
```
130
Properties=species:S:1:pos:R:3:forces:R:3
C 2.398200 -0.305000 -2.085708 3.16 -0.69 3.82
C 1.247200 -1.196000 -1.597708 0.83 -0.93 -1.44
N 0.242200 -0.457000 -0.871708 -1.73 2.18 -1.98
C 0.302200 -0.050000 0.424292 -1.57 0.39 -1.73
C -0.652800 0.864000 0.701292 0.34 -0.89 0.05
N -1.265800 1.021000 -0.558708 -3.65 2.19 2.20
C -0.756800 0.302000 -1.499708 3.85 -2.96 7.47
C -2.540800 1.802000 -0.676708 3.38 3.74 1.98
H 2.963200 0.353000 -1.260708 -2.04 -1.12 -1.21
H 1.759200 0.258000 -2.647708 0.35 2.47 -3.11
H 3.343200 -0.937000 -2.322708 -2.19 1.02 -1.12
H 1.765200 -1.795000 -0.886708 -0.60 -1.70 0.41
H 0.806200 -1.698000 -2.610708 0.83 0.72 3.02
H 0.919200 -0.548000 1.025292 2.53 -1.59 2.59
H -0.846800 1.230000 1.771292 -0.46 -0.04 -2.31
H -0.742800 0.402000 -2.448708 -0.99 0.55 -6.55
H -3.311800 1.422000 -1.198708 -2.23 -2.46 -1.73
H -2.250800 2.724000 -1.288708 -0.52 -0.81 1.33
H -2.883800 2.035000 0.387292 0.65 -0.06 -1.68
N 4.785200 0.050000 -6.850708 -5.65 -1.71 4.25
C 5.800200 0.596000 -7.289708 5.50 2.04 -5.53
C 7.019200 0.757000 -6.578708 -4.19 -1.44 3.60
C 7.057200 0.454000 -5.186708 -0.43 -0.31 -1.74
C 5.838200 -0.021000 -4.626708 -1.29 0.60 -4.56
C 4.676200 -0.190000 -5.487708 4.91 0.97 -0.84
H 5.790200 0.818000 -8.538708 0.20 -0.41 3.61
H 7.822200 1.199000 -6.940708 3.51 1.74 -2.23
H 8.081200 0.540000 -4.729708 -1.56 -0.15 0.12
H 5.671200 -0.375000 -3.695708 0.08 -0.74 3.13
H 3.784200 -0.597000 -5.122708 -1.15 -0.53 0.44
N -1.392800 -3.105000 -0.807708 1.01 2.78 1.46
C -1.738800 -4.131000 -1.551708 -0.47 -0.41 0.13
C -2.257800 -5.304000 -1.109708 0.71 0.65 4.43
C -2.245800 -5.484000 0.330292 1.53 4.29 -1.40
C -1.774800 -4.426000 1.172292 -0.42 1.62 -8.32
C -1.409800 -3.119000 0.517292 -1.35 -5.56 0.98
H -1.637800 -3.983000 -2.581708 0.12 0.31 -1.59
H -2.622800 -6.042000 -1.728708 -0.60 -1.45 -1.32
H -2.603800 -6.330000 0.762292 -0.91 -2.52 1.11
H -1.736800 -4.485000 2.139292 0.13 -0.55 5.51
H -1.183800 -2.377000 1.275292 0.27 0.83 -1.07
N -0.691800 3.955000 1.345292 2.66 -4.24 -1.90
C 0.697200 3.847000 1.097292 -7.27 13.24 4.38
C 1.368200 5.096000 1.332292 2.01 -0.26 1.69
C 0.736200 6.213000 1.919292 -1.38 -2.04 -2.45
C -0.639800 6.133000 2.022292 -0.41 3.88 2.58
C -1.314800 5.018000 1.751292 -0.27 -1.96 0.29
H 1.163200 3.111000 0.830292 4.32 -8.61 -2.98
H 2.501200 5.294000 1.460292 -1.69 -1.23 -1.20
H 1.301200 7.096000 1.945292 0.49 1.13 0.84
H -1.298800 6.861000 2.568292 1.19 0.04 -0.84
H -2.353800 4.890000 2.076292 0.18 0.16 -0.54
N 4.111200 -3.171000 -4.129708 -0.49 -0.34 3.11
C 3.669200 -3.531000 -2.924708 -0.37 -2.00 0.79
C 2.594200 -4.556000 -2.687708 2.24 4.07 -1.19
C 1.966200 -4.885000 -3.861708 -1.61 -0.77 0.22
C 2.307200 -4.379000 -5.120708 3.16 0.63 5.71
C 3.430200 -3.613000 -5.161708 -2.96 -1.52 4.06
H 4.357200 -3.146000 -2.157708 -0.85 -0.24 0.33
H 2.119200 -4.648000 -1.718708 0.48 -0.65 0.05
H 1.100200 -5.563000 -3.790708 0.34 0.37 -0.15
H 1.719200 -4.610000 -5.839708 -3.28 -1.48 -5.21
H 3.987200 -3.378000 -5.874708 3.28 1.91 -7.64
N 3.358200 1.329000 1.720292 -1.45 1.28 0.64
C 2.774200 1.903000 2.802292 0.54 0.85 0.19
C 3.256200 3.109000 3.348292 2.56 -2.77 -5.06
C 4.365200 3.734000 2.622292 -3.30 2.64 5.72
C 4.739200 3.319000 1.429292 2.50 0.00 -2.54
C 4.202200 2.100000 1.052292 -0.23 -1.95 -1.49
H 1.836200 1.441000 3.143292 0.70 -0.09 0.31
H 2.895200 3.393000 4.236292 -1.22 1.67 3.03
H 4.608200 4.717000 3.154292 0.51 -1.41 -1.27
H 5.570200 3.856000 0.844292 -1.66 -0.98 0.73
H 4.327200 1.605000 0.091292 1.12 0.60 -0.17
C -5.248800 -2.327000 0.148292 0.10 -2.38 6.13
C -5.035800 -3.053000 1.617292 -0.59 0.25 -5.58
C -4.803800 -2.214000 2.646292 1.76 -3.29 2.51
C -4.734800 -0.836000 2.590292 -2.91 2.35 -0.99
C -5.303800 -0.239000 1.384292 2.60 0.92 0.90
C -5.468800 -0.984000 0.155292 -0.04 0.10 2.93
O -5.849800 -0.354000 -0.944708 2.96 -3.52 -2.69
O -4.420800 -2.802000 3.917292 -1.26 8.48 -1.07
H -5.451800 -3.061000 -0.568708 -0.17 -0.31 -1.51
H -5.059800 -4.238000 1.643292 0.16 2.92 0.08
H -4.644800 -0.312000 3.608292 0.16 -0.44 -1.98
H -5.289800 0.918000 1.222292 -0.30 -2.19 0.75
H -6.388800 0.352000 -0.968708 -2.83 3.72 0.90
H -4.309800 -3.660000 3.999292 0.53 -6.55 -0.37
C -3.609800 2.390000 3.464292 -1.56 0.24 2.02
C -5.009800 2.689000 3.780292 1.72 -0.44 -0.27
C -5.541800 2.464000 5.133292 9.40 -1.79 -2.73
C -4.601800 1.956000 6.087292 -0.54 -0.02 -1.98
C -3.233800 1.615000 5.679292 -4.53 1.14 1.70
C -2.708800 1.869000 4.458292 -3.21 1.35 -0.89
O -1.402800 1.822000 4.246292 1.73 -0.25 -1.41
O -6.693800 2.785000 5.420292 -7.44 3.45 3.66
H -3.162800 2.742000 2.549292 -0.15 -0.09 -0.39
H -5.609800 3.163000 2.929292 0.64 -0.76 1.61
H -5.099800 1.836000 7.099292 1.46 -0.19 -0.98
H -2.742800 1.307000 6.528292 2.02 -0.93 1.41
H -0.954800 1.696000 5.077292 0.31 -0.20 0.42
H -6.788800 3.281000 6.320292 0.28 -1.58 -2.31
C 0.810200 -2.800000 6.482292 -2.42 5.11 -10.97
C 1.553200 -2.843000 5.083292 -1.82 -0.57 1.99
C 0.847200 -2.587000 3.909292 -2.48 0.99 4.45
C -0.576800 -2.171000 4.082292 2.57 -0.40 1.76
C -1.165800 -1.954000 5.303292 3.93 -0.63 1.37
C -0.394800 -2.100000 6.501292 0.60 -2.97 2.11
O -1.107800 -2.089000 7.746292 -2.61 -0.17 -5.28
O 1.347200 -2.668000 2.706292 2.62 -0.75 -2.88
H 1.303200 -3.210000 7.156292 3.99 -3.23 6.62
H 2.602200 -3.230000 4.985292 -1.09 0.35 0.43
H -1.225800 -1.920000 3.337292 -1.24 0.10 -2.69
H -2.161800 -1.896000 5.532292 -2.64 0.83 -0.38
H -0.669800 -1.947000 8.517292 2.73 0.66 2.94
H 2.298200 -3.033000 2.668292 -2.25 0.83 0.49
C 1.615200 1.708000 -5.635708 0.14 2.31 0.67
C 0.769200 2.662000 -4.852708 4.26 -3.33 -1.50
C -0.510800 2.418000 -4.766708 -5.42 -0.56 -1.08
C -1.155800 1.492000 -5.632708 1.83 -2.37 -1.64
C -0.366800 0.663000 -6.516708 -0.30 1.29 0.57
C 1.054200 0.791000 -6.491708 -0.07 -0.30 0.46
O 1.882200 -0.038000 -7.211708 0.97 0.98 0.77
O -1.394800 3.178000 -3.964708 -0.52 -2.90 -1.14
H 2.746200 1.774000 -5.715708 -1.54 0.35 0.61
H 1.146200 3.237000 -4.074708 1.36 1.43 0.84
H -2.206800 1.224000 -5.639708 -0.05 0.75 0.28
H -0.798800 0.009000 -7.308708 0.08 0.46 1.07
H 2.863200 0.216000 -6.987708 -1.97 -0.80 -1.04
H -0.904800 3.897000 -3.683708 1.34 2.52 1.07
```
Positions in Å, forces in eV/Å.

=====

Entry 2:
Formula: C2H5N3S2
Source: OMol25
Level of theory: ωB97M-V/def2-TZVPD

Properties
E   -1039.70844 a.u.
Energy relative to the best compared isomer or geometry (same formula, charge and spin)   109.8 kcal/mol
LUMO energy (alpha / beta)   -0.8 / -0.8 eV
Frontier orbital gap (alpha / beta)   7.51 / 7.36 eV
Net charge   0

Geometry as XYZ:
```
12
Properties=species:S:1:pos:R:3:forces:R:3
C 0.357745 0.025532 0.804639 1.07 0.15 -0.29
C -0.294726 -0.568318 -0.511693 -2.16 -1.89 1.31
N 1.387768 -0.835904 1.247892 -0.43 -1.29 1.13
N 0.546473 -1.376011 -1.338936 0.75 -0.09 1.99
N 0.923650 1.286733 0.534907 1.55 1.94 -2.34
S 2.240942 1.096537 -0.506027 0.58 0.17 -1.21
S 2.408281 -0.994365 0.148526 -0.58 0.00 -1.96
H -0.280810 0.264137 1.573908 -2.21 -0.39 1.66
H -1.128223 -1.230859 0.032623 1.51 1.05 -1.53
H -0.810512 0.282411 -0.966922 0.25 -0.10 -0.22
H 1.327241 1.861089 1.241138 -0.56 -0.23 1.51
H 0.747760 -0.960648 -2.235016 0.24 0.67 -0.05
```
Positions in Å, forces in eV/Å.

=====

Entry 3:
Formula: CNa10O7S
Source: OMol25
Level of theory: ωB97M-V/def2-TZVPD

Properties
E   -2583.19975 a.u.
Energy relative to the best compared isomer or geometry (same formula, charge and spin)   61.0 kcal/mol
LUMO energy   -21.8 eV
Frontier orbital gap   2.15 eV
Net charge   +6

Geometry as XYZ:
```
19
Properties=species:S:1:pos:R:3:forces:R:3
Na -2.888756 -0.167936 -1.158357 -0.79 -0.02 -0.27
Na -1.574276 -3.171136 0.868813 -0.84 -0.65 0.65
Na 3.511364 -1.863996 -1.305827 1.35 -0.02 0.02
Na -0.578996 2.328394 -1.207667 0.27 1.26 0.56
Na -2.132206 -3.831096 -2.487267 -0.95 -0.57 -0.55
Na 1.198364 -0.189566 -3.278577 0.28 0.71 -0.98
Na 0.966344 -3.351396 -2.723037 0.24 -0.79 -0.30
Na 1.596624 0.323054 0.930123 0.30 1.22 0.39
Na -1.361236 0.571254 1.905423 -0.17 0.93 0.86
Na 1.408384 -2.877516 1.143803 0.73 -0.81 0.86
C -0.159346 -1.158196 -0.856837 -0.33 -0.95 -0.09
O -0.522026 -0.131246 -0.343067 -2.64 6.25 2.51
O 1.044284 -1.403656 -0.894457 6.69 -1.48 -0.94
O -0.974296 -1.992146 -1.233237 -3.95 -4.10 -2.22
S 0.113424 3.380354 2.160943 1.93 2.27 0.73
O -1.295466 3.493924 2.236543 -3.30 0.66 0.82
O 0.667934 3.142654 3.491643 0.05 -0.12 -0.92
O 0.317054 2.296974 1.193723 1.14 -3.81 -1.82
O 0.662824 4.601274 1.557323 -0.01 -0.01 0.69
```
Positions in Å, forces in eV/Å.

=====

Entry 4:
Formula: C4H12OS2
Source: OMol25
Level of theory: ωB97M-V/def2-TZVPD

Properties
E   -1031.13575 a.u.
Energy relative to the best compared isomer or geometry (same formula, charge and spin)   38.6 kcal/mol
LUMO energy (alpha / beta)   3.3 / 3.5 eV
Frontier orbital gap (alpha / beta)   2.42 / 8.47 eV
Net charge   -1
Spin multiplicity   2

Geometry as XYZ:
```
19
Properties=species:S:1:pos:R:3:forces:R:3
C -1.196846 -0.418037 -0.327860 -1.69 -0.04 -1.28
C -1.009978 -1.746828 -1.286131 0.46 2.54 2.51
C -1.803087 -0.848017 1.021383 1.54 0.43 0.72
S -0.887816 -0.276902 2.566300 -0.40 0.28 -0.40
S 1.035831 -0.263554 1.843177 1.86 1.13 -0.29
C 1.598363 1.587449 1.633325 -1.38 -0.99 0.97
H -0.244959 0.107802 -0.301849 0.23 -0.39 0.53
H -1.846473 0.414062 -0.798815 0.47 -1.59 0.46
H 0.082880 -1.913053 -1.153525 -0.82 -0.58 -0.45
H -1.651168 -2.560965 -0.879219 0.51 0.52 -0.83
H -1.241490 -1.331669 -2.246784 -0.11 -0.74 -0.85
H -2.748795 -0.398400 1.283378 -0.62 -0.34 -0.56
H -1.776190 -1.942739 1.102998 -0.45 0.39 -0.01
H 2.577555 1.524774 1.166651 -0.10 0.04 0.12
H 0.884986 2.183386 1.045103 0.21 -0.45 -0.09
H 1.612717 2.003426 2.660683 0.31 -0.19 -0.57
H 2.625232 1.784220 -1.878961 0.28 -1.29 0.05
H 1.967370 0.600764 -2.879185 0.85 -0.90 0.72
O 2.021870 1.494278 -2.570668 -1.16 2.17 -0.75
```
Positions in Å, forces in eV/Å.

=====

Entry 5:
Formula: C2H6O2
Source: OMol25
Level of theory: ωB97M-V/def2-TZVPD

Properties
E   -230.27402 a.u.
Energy relative to the best compared isomer or geometry (same formula, charge and spin)   4.1 kcal/mol
LUMO energy   0.8 eV
Frontier orbital gap   11.91 eV
SMILES   O=CO.C
Net charge   0

Geometry as XYZ:
```
10
Properties=species:S:1:pos:R:3:forces:R:3
O 1.978299 0.356455 -0.311477 0.24 -0.37 -0.86
C 1.402823 0.170028 0.713847 0.58 0.99 0.79
O 1.677516 -0.833687 1.562903 -0.24 -0.06 -0.65
H 0.707650 0.919081 1.094955 -0.35 -0.35 0.45
H 2.295703 -1.375744 1.038084 0.04 -0.14 0.42
C -1.597046 0.152382 -0.775196 -0.59 0.10 -1.25
H -1.364327 0.038948 -1.837468 0.22 0.14 0.06
H -1.988433 1.160877 -0.647858 0.22 0.01 0.25
H -0.698392 -0.042112 -0.214869 -0.24 -0.13 0.25
H -2.413794 -0.546226 -0.622925 0.12 -0.19 0.55
```
Positions in Å, forces in eV/Å.